Entry 1:
80
Properties=species:S:1:pos:R:3:mulliken_spin:R:1 method="wB97M-V/def2-TZVPD" energy_ev=-93783.276 s_squared=6.05 max_force_ha_per_bohr=0.0114 total_charge=+3 multiplicity=5 e_above_lowest_kcal_mol=6.9 homo_energy_ev="-17.126 / -17.184"
Pd -0.0015 -0.0396 0.1403 1.515
N -1.7914 1.1990 -2.7164 0.090
C -1.8214 -0.1018 -2.5726 0.055
N -1.1502 -0.7441 -1.6261 0.040
C -1.3383 -2.0937 -1.7258 0.079
C -2.1776 -2.4908 -2.7648 0.275
S -2.7306 -1.1609 -3.6434 0.101
C -0.6715 -2.9354 -0.8084 0.063
C -0.6985 -4.3217 -0.8219 0.234
S 0.3034 -4.9553 0.3733 0.094
C 0.7302 -3.3170 0.8586 0.033
N 0.1218 -2.3660 0.1655 0.053
N 1.5959 -3.1302 1.8362 0.070
H -1.1947 1.7389 -2.0879 -0.007
H -2.3029 1.6767 -3.4426 -0.005
H -2.4741 -3.4937 -3.0325 0.000
H -1.2508 -4.9671 -1.4880 0.002
H 2.0399 -3.9117 2.2937 -0.004
H 1.9554 -2.2071 2.0319 -0.002
C 2.5921 -0.9801 5.3367 0.009
O 2.3794 -0.9184 3.8822 -0.011
C 1.9772 0.1879 3.3546 -0.063
S 1.6205 1.6080 4.1174 0.763
S 1.9366 0.3592 1.6423 0.458
H 2.7278 -2.0315 5.5584 0.003
H 1.7181 -0.5846 5.8502 -0.009
H 3.4893 -0.4123 5.5705 0.001
O -0.1906 2.0502 -0.2796 0.062
P -0.4568 3.4592 0.3333 -0.013
C -0.3994 4.7858 -0.9127 0.012
C -1.7365 5.2007 -1.5895 0.000
C -1.5355 5.5867 -3.0533 0.001
C -0.9278 4.4422 -3.8570 -0.001
C 0.3593 3.8800 -3.2078 0.004
C 0.7485 4.6284 -1.9364 0.003
C 0.7630 3.8530 1.6209 -0.073
C 2.2429 3.8328 1.1730 -0.010
C 2.8255 5.1884 0.7705 0.000
C 2.5758 6.2406 1.8415 0.000
C 1.0798 6.4087 2.0600 0.005
C 0.4242 5.0961 2.4891 0.018
C -2.0959 3.4358 1.1596 -0.002
C -3.1394 2.6390 0.3241 -0.002
C -3.6372 1.3654 1.0157 0.008
C -2.5208 0.5559 1.6699 0.124
C -1.7156 1.4042 2.6750 -0.041
C -2.0673 2.8869 2.6005 0.006
H -0.1115 5.6012 -0.2418 0.003
H -2.1501 6.0536 -1.0503 0.000
H -2.4921 4.4144 -1.5275 0.000
H -0.8979 6.4705 -3.1176 0.000
H -2.4940 5.8786 -3.4822 0.000
H -0.7268 4.7723 -4.8750 0.000
H -1.6877 3.6591 -3.9536 0.001
H 1.1923 3.9522 -3.9067 0.000
H 0.2677 2.8154 -2.9838 -0.004
H 1.0557 5.6378 -2.2150 0.000
H 1.6270 4.1661 -1.4881 0.001
H 0.6246 2.9746 2.2624 0.045
H 2.3928 3.0977 0.3777 0.003
H 2.8241 3.4690 2.0277 -0.005
H 2.3987 5.5354 -0.1730 0.000
H 3.8946 5.0622 0.5944 0.000
H 3.0262 7.1895 1.5523 0.000
H 3.0546 5.9380 2.7789 0.000
H 0.6220 6.7994 1.1458 0.000
H 0.8804 7.1538 2.8308 -0.001
H -0.6530 5.2411 2.5777 0.001
H 0.7774 4.8687 3.5002 -0.006
H -2.3986 4.4854 1.2105 -0.006
H -2.7118 2.3528 -0.6363 -0.004
H -3.9905 3.2788 0.0916 0.003
H -4.1935 0.7591 0.2987 0.002
H -4.3540 1.6192 1.7997 0.006
H -1.8602 0.1511 0.8605 -0.040
H -2.9355 -0.3293 2.1518 0.008
H -0.6438 1.2908 2.4926 0.056
H -1.8883 1.0462 3.6904 0.001
H -1.3941 3.4556 3.2389 0.000
H -3.0628 3.0468 3.0185 -0.001

=====

Entry 2:
51
Properties=species:S:1:pos:R:3:mulliken_charge:R:1 method="wB97M-V/def2-TZVPD" energy_ev=-84626.489 max_force_ha_per_bohr=0.2479 total_charge=-2 e_above_lowest_kcal_mol=186.4 homo_energy_ev=1.609
Zn -0.6948 -1.8079 -0.9492 1.475
C -1.2291 -0.8068 -3.2715 0.566
O -0.2041 -0.7680 -2.6169 -0.925
O -1.3252 -1.4864 -4.3164 -0.755
O -2.0785 -1.3060 -2.5352 -0.710
C -1.4071 -4.2995 -1.1387 0.676
O -1.5444 -3.5222 -0.1901 -0.750
O -2.3860 -4.4580 -1.8557 -0.705
O -0.6437 -3.6371 -1.8720 -0.720
C -2.9248 -0.2388 0.6653 0.214
O -1.7900 -0.5542 0.2694 -0.504
N -3.2900 0.9110 1.0466 -0.325
N -3.8656 -1.1486 0.7599 -0.399
H -4.2585 1.0773 1.2799 0.165
H -2.6367 1.6756 0.9535 0.364
H -3.5785 -2.0914 0.5389 0.204
H -4.7992 -1.0517 1.1330 0.133
C 1.4494 2.9725 0.5542 -1.636
C 0.3983 1.9500 -0.0500 1.278
C -0.9098 2.6501 -0.5395 -1.087
O -1.7935 3.1896 0.4061 -0.573
C -2.9821 3.7216 -0.1154 -0.852
N 1.0767 1.3396 -1.1947 -0.636
H 1.0047 3.6766 1.2575 0.333
H 1.9045 3.6180 -0.1970 0.354
H 2.3282 2.5460 1.0378 0.304
H 0.1535 1.2772 0.7719 -0.057
H -1.3559 1.8945 -1.1862 0.368
H -0.7472 3.4181 -1.2957 0.511
H -3.4294 3.0086 -0.8080 0.373
H -2.9212 4.6602 -0.6663 0.311
H -3.6445 3.8856 0.7345 0.273
H 1.3121 2.0985 -1.8182 0.466
H 0.5284 0.7770 -1.8294 0.016
C 2.7519 -2.5152 -0.9805 -1.492
C 2.2030 -1.9796 0.3589 0.144
C 3.1940 -1.2919 1.2408 -0.867
O 2.4541 -0.7934 2.3683 -0.259
C 3.3720 -0.3309 3.3227 -0.898
N 1.0368 -1.1973 0.0783 -0.275
H 2.0368 -3.1170 -1.5414 0.239
H 3.5731 -3.1978 -0.7617 0.474
H 3.0317 -1.6480 -1.5787 0.310
H 1.7903 -2.7814 0.9712 0.415
H 3.6022 -0.4501 0.6816 0.301
H 4.0263 -1.9320 1.5337 0.478
H 4.0200 -1.1512 3.6312 0.333
H 2.8368 -0.0356 4.2252 0.279
H 4.0883 0.3836 2.9170 0.339
H 1.4204 -0.3887 -0.3897 0.340
H 0.8466 -0.7444 0.9608 0.387

=====

Entry 3:
17
Properties=species:S:1:pos:R:3:mulliken_spin:R:1 method="wB97M-V/def2-TZVPD" energy_ev=-7861.260 s_squared=2.01 max_force_ha_per_bohr=0.1195 total_charge=+1 multiplicity=3 e_above_lowest_kcal_mol=70.9 homo_energy_ev="-14.098 / -14.577"
C -1.6754 0.3792 0.6178 -0.068
C -1.8601 -0.7238 -0.0701 0.999
C -0.6317 -1.4077 -0.6060 0.035
C -0.2218 0.6939 0.3696 0.056
C 0.0641 1.7907 -0.5708 0.059
C 1.4724 -1.1697 0.4737 0.007
N 0.3633 -0.5529 -0.2529 0.707
H -2.3455 1.0185 1.2230 0.022
H -0.5505 -2.4347 -0.3473 0.034
H -0.6138 -1.3060 -1.6366 0.068
H 0.1666 1.1417 1.2956 0.017
H -0.5988 2.6142 -0.1836 -0.003
H -0.1009 1.5742 -1.7366 0.001
H 1.0672 2.3142 -0.5385 -0.001
H 1.3459 -1.3394 1.5284 0.043
H 1.7976 -2.1453 0.0669 0.007
H 2.3213 -0.4471 0.3676 0.016

=====

Entry 4:
107
Properties=species:S:1:pos:R:3:mulliken_spin:R:1 method="wB97M-V/def2-TZVPD" energy_ev=-359786.818 s_squared=8.76 max_force_ha_per_bohr=0.0310 multiplicity=6 e_above_lowest_kcal_mol=52.1 homo_energy_ev="-5.918 / -5.905"
Mn -0.0835 -0.1593 0.4221 4.191
C -1.3578 -2.9005 2.0600 0.001
O -0.8594 -2.4363 0.8042 0.119
C -0.8837 -3.3585 -0.2256 0.030
C -1.1929 -4.6891 -0.0508 -0.002
C -1.1916 -5.5059 -1.1752 0.000
Br -1.6406 -7.3279 -0.9565 0.000
C -0.8742 -5.0284 -2.4227 0.000
C -0.5416 -3.6799 -2.5955 0.002
C -0.5705 -2.8484 -1.4840 -0.006
O -0.2654 -1.5002 -1.5144 0.068
C -0.1963 -3.2505 -3.9730 0.007
N -0.3833 -4.0496 -4.9951 0.000
C 0.0541 -3.3232 -6.0892 0.000
C 0.0982 -3.6736 -7.4439 0.000
C 0.5897 -2.7396 -8.3283 0.000
C 1.0292 -1.4696 -7.8929 0.000
C 0.9954 -1.1064 -6.5654 0.000
C 0.5020 -2.0674 -5.6767 -0.001
N 0.3238 -2.0412 -4.3158 -0.002
H -0.7107 -3.6769 2.4696 0.000
H -2.3725 -3.2828 1.9470 0.001
H -1.3684 -2.0458 2.7245 0.002
H -1.4371 -5.1043 0.9141 0.000
H -0.8694 -5.6673 -3.2939 0.000
H -0.7464 -1.0089 -2.2055 0.004
H -0.2459 -4.6469 -7.7696 0.000
H 0.6411 -2.9778 -9.3829 0.000
H 1.3988 -0.7610 -8.6231 0.000
H 1.3249 -0.1321 -6.2251 0.000
H 0.6633 -1.2665 -3.7191 -0.001
C 3.4806 -1.5178 -0.4300 0.011
As 2.3943 -0.3499 0.6614 0.146
C 3.4719 1.2511 0.6010 0.012
C 2.8528 -1.2086 2.3924 0.021
C 2.4052 -0.6784 3.7759 -0.019
C 2.8742 -1.7220 4.8047 0.001
C 0.8718 -0.5895 3.9865 0.018
As -0.2991 0.5516 2.8907 0.094
C 0.1213 2.3246 3.5389 0.018
C -1.9390 0.3365 3.9293 0.005
C 3.0528 0.6948 4.0731 0.001
As 4.8306 0.7337 4.9448 0.000
C 5.1091 2.6433 4.6097 0.000
C 6.0224 0.0973 3.5227 0.000
H 4.5066 -1.4966 -0.0649 0.002
H 3.4313 -1.1558 -1.4561 -0.001
H 3.0951 -2.5359 -0.3885 -0.001
H 4.4105 1.0858 1.1210 0.000
H 2.9349 2.0955 1.0291 -0.001
H 3.6430 1.4596 -0.4551 -0.002
H 3.9424 -1.2748 2.3941 0.001
H 2.4830 -2.2333 2.2763 -0.004
H 2.3366 -2.6636 4.6700 0.000
H 2.7030 -1.3708 5.8242 0.000
H 3.9411 -1.9292 4.7009 0.000
H 0.6990 -0.2743 5.0196 0.001
H 0.4546 -1.5971 3.8971 -0.009
H 0.1691 2.3023 4.6287 0.003
H -0.6834 2.9800 3.2122 -0.002
H 1.0499 2.6924 3.1144 0.001
H -1.6982 0.1498 4.9756 0.001
H -2.5727 -0.4633 3.5522 -0.001
H -2.4959 1.2695 3.8518 -0.002
H 2.4373 1.2287 4.8030 0.000
H 3.0767 1.3114 3.1748 -0.002
H 4.3957 3.2300 5.1879 0.000
H 4.9885 2.8764 3.5504 0.000
H 6.1147 2.9227 4.9222 0.000
H 6.0238 -0.9911 3.4685 0.000
H 7.0316 0.4220 3.7774 0.000
H 5.7635 0.5093 2.5497 0.000
C -3.7045 5.2535 1.9350 0.000
Si -2.4549 4.9760 0.5701 -0.008
C -0.8294 5.6264 1.1755 0.008
C -2.9832 5.9322 -0.9331 0.000
C -2.5735 3.1399 0.1271 -0.019
C -3.8512 2.6500 -0.0421 0.009
C -4.0998 1.3090 -0.3735 0.003
C -3.0169 0.4945 -0.5173 0.048
N -1.7456 0.9156 -0.3667 0.056
C -1.4904 2.2176 -0.0368 0.040
S 0.1574 2.5995 0.1944 0.079
H -3.7249 6.3109 2.2147 0.000
H -3.4544 4.6763 2.8299 0.000
H -4.7186 4.9782 1.6359 0.000
H -0.9671 6.6724 1.4674 0.001
H -0.0611 5.5729 0.4035 -0.003
H -0.4599 5.0712 2.0393 -0.002
H -3.0195 7.0032 -0.7132 0.000
H -3.9768 5.6247 -1.2701 0.000
H -2.2862 5.7802 -1.7609 0.000
H -4.6999 3.3142 0.0887 0.000
H -5.1021 0.9293 -0.5121 0.000
H -3.1388 -0.5518 -0.7835 0.005
Te 1.3945 0.8177 -2.8492 0.075
C 1.6716 1.9074 -4.6272 0.002
C 2.9503 2.1248 -5.1473 0.002
C 3.1254 2.8088 -6.3450 0.000
C 2.0277 3.2917 -7.0470 0.000
C 0.7526 3.0833 -6.5378 0.000
C 0.5756 2.3985 -5.3405 0.000
H 3.8131 1.7485 -4.6122 0.000
H 4.1257 2.9620 -6.7325 0.000
H 2.1650 3.8260 -7.9784 0.000
H -0.1126 3.4524 -7.0759 0.000
H -0.4233 2.2407 -4.9532 0.000